{
  "formula": "C4H3N",
  "method": "ωB97M-V/def2-TZVPD",
  "elements": ["C", "C", "C", "C", "N", "H", "H", "H"],
  "xyz": [[0.272, -1.015, -4.936], [0.061, -1.084, -0.009], [-0.130, -0.522, -1.183], [0.122, 0.518, -0.208], [0.065, -0.895, -3.830], [0.335, -1.811, 0.683], [-0.833, 0.977, 0.138], [0.977, 1.146, -0.101]],
  "lowdin_charge": [-0.31, 0.08, 0.10, -0.04, -0.11, 0.09, 0.10, 0.09],
  "relative_energy_kj_mol": 710.2,
  "gap_ev": 5.495
}